Entry one
Entry from the OMol25 dataset: 2 unconnected molecules or ions with the total composition C11H18 (ωB97M-V with the def2-TZVPD basis set).

```
29
Properties=species:S:1:pos:R:3
C 1.555 -0.065 -1.283
C 1.174 1.315 -0.852
C 1.896 2.146 0.034
C 1.389 3.352 0.502
C 0.282 3.975 -0.083
C -0.216 3.323 -1.208
C 0.161 2.013 -1.528
H 2.130 0.010 -2.228
H 0.623 -0.628 -1.434
H 2.157 -0.458 -0.461
H 2.786 1.799 0.514
H 1.905 3.977 1.238
H -0.215 4.794 0.416
H -0.982 3.792 -1.817
H -0.451 1.529 -2.285
C -1.835 -2.104 1.592
C -1.522 -3.192 0.608
C 0.045 -3.238 0.337
C -2.092 -4.513 1.174
H -1.247 -2.299 2.512
H -2.888 -1.957 1.785
H -1.391 -1.104 1.390
H -1.935 -3.063 -0.385
H 0.369 -4.281 0.284
H 0.339 -2.838 -0.633
H 0.342 -2.704 1.242
H -3.125 -4.520 1.520
H -1.927 -5.297 0.438
H -1.608 -4.677 2.146
```

The charge is 0. The multiplicity is 1. The calculation puts the lowest unoccupied orbital energy at 0.96 eV.

=====

Entry two
Entry from the OMol25 dataset: 2 unconnected molecules or ions with the total composition C11H18 (ωB97M-V with the def2-TZVPD basis set).

```
29
Properties=species:S:1:pos:R:3
C 0.977 -3.486 -0.261
C 1.208 -2.387 -1.310
C 2.385 -1.659 -1.247
C 2.671 -0.612 -2.156
C 1.789 -0.528 -3.216
C 0.733 -1.406 -3.464
C 0.370 -2.253 -2.423
H -0.011 -3.334 0.170
H 1.782 -3.361 0.457
H 1.015 -4.462 -0.738
H 3.046 -1.696 -0.386
H 3.602 -0.071 -2.229
H 1.836 0.332 -3.886
H 0.233 -1.457 -4.420
H -0.602 -2.729 -2.499
C -2.662 2.820 1.499
C -1.587 1.793 1.789
C -0.184 2.172 1.362
C -1.619 1.370 3.279
H -2.424 3.823 1.878
H -3.684 2.563 1.768
H -2.705 3.047 0.422
H -1.858 0.917 1.185
H 0.401 1.290 1.093
H -0.124 2.675 0.385
H 0.291 2.881 2.041
H -0.882 1.928 3.856
H -2.617 1.521 3.685
H -1.380 0.309 3.368
```

The charge is 0. The multiplicity is 1. The calculation puts the lowest unoccupied orbital energy at 0.85 eV.

=====

Relative energies, in eV, with the most stable structure set to zero: entry one 0.279; entry two 0.000.

=====

Entry one
Entry from the OMol25 dataset: CH3ClOS2 in the gas phase (ωB97M-V with the def2-TZVPD basis set).

```
8
Properties=species:S:1:pos:R:3
C -0.145 -0.400 -0.939
O -1.601 -0.742 1.267
S 1.091 0.293 1.841
S -0.762 0.317 0.647
Cl 1.691 2.115 1.166
H 0.436 0.450 -1.480
H -0.928 -0.670 -1.649
H 0.220 -1.362 -0.853
```

The charge is 0. The multiplicity is 1. The calculation puts the lowest unoccupied orbital energy at -0.54 eV.

=====

Entry two
Entry from the OMol25 dataset: a molecular structure, CH3ClOS2 (ωB97M-V with the def2-TZVPD basis set).

```
8
Properties=species:S:1:pos:R:3
C 0.296 -0.882 0.714
O -1.042 -3.037 0.079
S -4.163 0.743 -0.358
S -0.764 -1.718 -0.500
Cl -2.475 0.022 0.392
H 1.392 -0.919 0.373
H -0.154 0.220 0.761
H 0.245 -1.624 1.559
```

The charge is 0. The multiplicity is 1. The calculation puts the lowest unoccupied orbital energy (spin up / spin down) at -2.71 / -2.71 eV.

=====

Relative energies, in eV, with the most stable structure set to zero: entry one 0.000; entry two 2.288.

=====

Entry one
Entry from the OMol25 dataset: 2 unconnected molecules or ions with the total composition C2H6NO3 (ωB97M-V with the def2-TZVPD basis set).

```
12
Properties=species:S:1:pos:R:3
C -0.368 1.746 0.700
N 0.071 0.464 1.043
C -0.178 -0.605 0.108
O -0.563 -1.682 0.576
O -0.063 -0.310 -1.105
H -0.262 1.993 -0.299
H -1.384 2.269 0.972
H 0.335 2.382 1.266
H -0.165 0.319 1.987
H 0.801 -1.590 -1.183
H 0.651 -2.850 -2.156
O 1.125 -2.137 -1.909
```

The charge is -1. The multiplicity is 1. The calculation puts the lowest unoccupied orbital energy at 4.21 eV.

=====

Entry two
Entry from the OMol25 dataset: a molecular structure, C2H6NO3 (ωB97M-V with the def2-TZVPD basis set).

```
12
Properties=species:S:1:pos:R:3
O 1.109 -0.945 0.340
C 0.144 -0.156 0.213
N -0.967 -0.158 0.913
C -2.114 0.494 0.142
O -1.843 0.622 -1.137
H 0.326 0.777 -0.325
H -0.897 -0.911 -0.044
H -2.980 -0.160 0.390
H -2.340 1.470 0.640
H 2.043 -0.581 0.021
H 4.230 -0.247 -0.491
O 3.289 -0.205 -0.661
```

The charge is -1. The multiplicity is 1. The calculation puts the lowest unoccupied orbital energy at 4.12 eV.

=====

Relative energies, in eV, with the most stable structure set to zero: entry one 0.000; entry two 4.033.

=====

Entry one
Entry from the OMol25 dataset: C5H12N2O2 in the gas phase (ωB97M-V with the def2-TZVPD basis set).

```
21
Properties=species:S:1:pos:R:3
C 1.257 0.731 2.004
C -0.070 0.053 1.812
N -0.490 -0.735 2.844
O -0.238 -1.131 0.537
C -0.360 -1.174 -0.771
O -0.801 -2.159 -1.331
C 0.133 0.035 -1.595
C -0.937 1.131 -1.603
N 0.436 -0.332 -2.973
H 1.540 1.290 1.114
H 2.037 0.013 2.244
H 1.169 1.436 2.830
H -0.862 0.690 1.427
H -1.284 -1.324 2.552
H 0.227 -1.324 3.252
H 1.046 0.426 -1.137
H -1.129 1.520 -0.604
H -1.873 0.736 -2.001
H -0.615 1.946 -2.248
H -0.374 -0.808 -3.363
H 1.185 -1.019 -2.989
```

The charge is 0. The multiplicity is 1. The calculation puts the lowest unoccupied orbital energy at 0.75 eV.

=====

Entry two
Entry from the OMol25 dataset: a molecular structure, C5H12N2O2 (ωB97M-V with the def2-TZVPD basis set).

```
21
Properties=species:S:1:pos:R:3
C 1.844 -1.020 -0.724
C 1.952 1.011 0.628
N 1.130 -0.024 0.042
C -0.422 -0.706 1.020
O -0.449 -1.917 0.972
H -0.271 -0.140 1.954
H 2.174 -0.618 -1.686
H 2.600 1.481 -0.118
H 2.707 -1.359 -0.152
H 1.175 -1.864 -0.890
H 1.298 1.769 1.057
H 2.562 0.568 1.416
C -2.129 -0.525 -0.932
C -1.119 0.235 -0.078
N -1.624 1.414 0.599
O 0.024 0.566 -0.814
H -2.407 1.170 1.194
H -1.938 2.099 -0.080
H -3.016 -0.752 -0.342
H -2.403 0.071 -1.801
H -1.688 -1.461 -1.267
```

The charge is 0. The multiplicity is 1. The calculation puts the lowest unoccupied orbital energy at 0.88 eV.

=====

Relative energies, in eV, with the most stable structure set to zero: entry one 0.000; entry two 2.159.

=====

Entry one
Entry from the OMol25 dataset: 2 unconnected molecules or ions with the total composition C5H12N2O2 (ωB97M-V with the def2-TZVPD basis set).

```
21
Properties=species:S:1:pos:R:3
C -2.014 1.186 1.005
C -1.022 1.133 -0.115
C -0.661 -0.011 -0.760
C -0.379 -0.074 -2.230
O -1.000 -1.204 -0.168
H -2.756 1.957 0.800
H -2.621 0.292 1.155
H -1.534 1.397 1.962
H -0.927 2.048 -0.679
H 0.612 0.341 -2.422
H -0.360 -1.099 -2.597
H -1.054 0.542 -2.818
H -1.566 -1.555 0.523
N 1.548 -0.657 2.068
N 1.913 0.021 0.883
C 2.055 -0.634 -0.347
O 2.959 -0.392 -1.127
H 0.560 -0.902 1.971
H 2.061 -1.535 2.136
H 2.521 0.818 1.032
H 1.666 -1.673 -0.271
```

The charge is 0. The multiplicity is 1. The calculation puts the lowest unoccupied orbital energy at 0.53 eV.

=====

Entry two
Entry from the OMol25 dataset: 2 unconnected molecules or ions with the total composition C5H12N2O2 (ωB97M-V with the def2-TZVPD basis set).

```
21
Properties=species:S:1:pos:R:3
C 0.199 -1.925 0.364
C -0.698 -0.741 0.736
N -2.123 -0.964 0.494
C -0.318 0.519 -0.065
C -0.979 1.802 0.410
O -0.360 0.321 -1.400
H -0.132 -2.824 0.885
H 0.151 -2.104 -0.710
H 1.239 -1.732 0.633
H -0.580 -0.512 1.800
H -2.269 -1.138 -0.496
H -2.445 -1.781 1.001
H 0.885 0.679 0.192
H -2.057 1.699 0.273
H -0.621 2.650 -0.172
H -0.789 1.978 1.470
H 0.599 0.747 -1.779
N 2.106 0.882 -1.569
C 2.375 0.852 -0.352
O 3.077 0.967 0.590
H 2.739 0.624 -2.306
```

The charge is 0. The multiplicity is 1. The calculation puts the lowest unoccupied orbital energy at 0.14 eV.

=====

Entry three
Entry from the OMol25 dataset: 3 unconnected molecules or ions with the total composition C5H12N2O2 (ωB97M-V with the def2-TZVPD basis set).

```
21
Properties=species:S:1:pos:R:3
C -0.593 -1.630 -0.014
C -1.013 -1.539 1.408
C 1.718 -1.072 0.217
O 2.441 -1.691 -0.769
O 2.088 -1.109 1.365
H 3.218 -2.115 -0.355
H -1.354 -1.521 -0.773
H 0.050 -2.450 -0.296
H -1.786 -0.790 1.569
H -1.404 -2.517 1.720
H -0.172 -1.313 2.066
C 0.647 2.569 -0.581
N 0.402 1.159 -0.789
C -1.910 1.230 -0.679
N -0.778 0.638 -0.629
H 1.109 0.424 -0.466
H 0.201 2.919 0.360
H 1.723 2.726 -0.549
H 0.232 3.162 -1.401
H -2.796 0.625 -0.538
H -2.022 2.296 -0.867
```

The charge is 0. The multiplicity is 1. The calculation puts the lowest unoccupied orbital energy (spin up / spin down) at -0.27 / -0.26 eV.

=====

Entry four
Entry from the OMol25 dataset: 2 unconnected molecules or ions with the total composition C5H12N2O2 (ωB97M-V with the def2-TZVPD basis set).

```
21
Properties=species:S:1:pos:R:3
C -1.624 -0.414 -0.809
C -0.354 -0.871 -0.665
O -0.151 -2.245 -0.562
C 0.858 -0.285 -1.672
N 0.508 0.848 -2.500
H -2.473 -1.083 -0.868
H -1.845 0.645 -0.822
H -1.013 -2.685 -0.488
H 1.794 -0.100 -1.139
H 1.096 -1.138 -2.313
H 1.323 1.438 -2.651
H -0.175 1.445 -2.040
C -0.753 0.349 2.350
N 0.361 -0.008 1.474
C 1.334 0.981 1.195
O 2.525 0.789 1.323
H -0.377 0.676 3.321
H -1.400 -0.521 2.470
H -1.307 1.167 1.886
H 0.793 -0.905 1.679
H 0.880 1.915 0.830
```

The charge is 0. The multiplicity is 1. The calculation puts the lowest unoccupied orbital energy at 0.73 eV.

=====

Relative energies, in eV, with the most stable structure set to zero: entry one 1.516; entry two 0.000; entry three 3.896; entry four 1.155.